# 1
C11H22MoN2O7Si | the ωB97M-V functional and the def2-TZVPD basis

Last column: Mulliken charge in e.
Atoms and positions in Å:
Mo1 0.12673 0.66986 0.16417  0.961
N1 0.56633 0.81606 -2.01473  -0.251
C1 2.03563 0.72976 -2.12133  -0.168
C2 2.79133 1.05686 -0.80973  0.204
O1 3.99333 1.22006 -0.82893  -0.658
N2 1.99293 1.05326 0.27737  0.734
C3 2.60433 1.21296 1.58247  -0.606
C4 1.51323 0.96006 2.65537  0.418
O2 1.79383 0.99906 3.83227  -0.681
O3 0.33693 0.72496 2.18367  -0.550
H1 0.26043 1.73326 -2.35203  0.301
H2 0.13773 0.11006 -2.61483  0.273
H3 2.31293 -0.30204 -2.35803  0.069
H4 2.42663 1.37726 -2.91443  0.380
H5 3.43163 0.50436 1.71557  0.339
H6 3.01233 2.22246 1.71907  0.354
C5 -3.46317 2.22616 1.30957  -1.878
C6 -2.83387 1.88196 -0.03633  1.970
C7 -3.83327 1.93656 -1.19133  -1.712
O4 -2.24067 0.56616 0.02687  -0.504
C8 -1.69177 2.92736 -0.27623  0.119
O5 -1.95817 4.05826 -0.63593  -0.647
O6 -0.53037 2.43416 -0.05293  -0.597
H7 -4.31577 1.57886 1.51937  0.496
H8 -3.80057 3.25946 1.29677  0.399
H9 -2.71787 2.11676 2.10157  0.453
H10 -4.76917 1.45046 -0.92673  0.374
H11 -3.41197 1.43806 -2.06253  0.395
H12 -4.01747 2.97896 -1.43903  0.384
H13 -2.58707 0.12126 0.81617  0.368
C9 2.40193 -2.68454 -0.78293  -1.092
Si1 0.70033 -2.70234 0.11147  0.142
C10 0.96743 -3.22534 1.92797  -1.032
C11 -0.49157 -3.86724 -0.82633  -1.157
O7 0.11433 -1.20084 0.03827  -0.541
H14 2.98493 -3.56084 -0.51903  0.448
H15 2.98373 -1.80934 -0.49793  0.296
H16 2.29153 -2.69134 -1.86513  0.268
H17 1.59023 -4.11104 1.99347  0.391
H18 0.03143 -3.44824 2.42977  0.308
H19 1.46023 -2.43094 2.48377  0.277
H20 -0.03317 -4.83614 -0.98663  0.352
H21 -0.75687 -3.46454 -1.80013  0.291
H22 -1.40957 -4.03004 -0.27173  0.309

Results
Calculated total energy, eV: -38815.3484
HOMO energy (spin up / spin down), eV: -8.10 / -9.62
Gap between HOMO and LUMO (spin up / spin down), eV: 7.53 / 9.22
Spin multiplicity: 3
Charge: 0

=====

# 2
C11H22N2O3 | the ωB97M-V functional and the def2-TZVPD basis

Last column: Mulliken charge in e.
Atoms and positions in Å:
C1 -3.89357 1.30727 0.00124  -1.204
C2 -2.94750 0.74111 1.11976  -1.011
C3 -1.77364 -0.14374 0.50059  0.403
C4 -2.26877 -1.40041 -0.26767  -1.565
C5 -0.68440 -0.47850 1.70861  0.210
N1 0.01818 0.63395 2.14794  -0.361
C6 0.29882 -1.59463 1.42290  -0.149
O1 0.22427 -2.53318 2.18235  -0.626
N2 1.21895 -1.57416 0.33085  0.005
C7 1.41784 -0.64688 -0.78954  1.245
C8 1.97099 -1.31445 -1.94260  0.248
O2 3.03108 -1.87734 -1.85326  -0.545
O3 1.29679 -1.25206 -3.15395  -0.526
C9 2.11980 0.71927 -0.49845  0.113
C10 2.36893 1.45569 -1.77806  -1.527
C11 3.38493 0.64239 0.41483  -1.401
H1 -4.56929 2.11604 0.46519  0.352
H2 -4.65104 0.56778 -0.19249  0.314
H3 -3.38525 1.73996 -0.86390  0.314
H4 -3.51922 0.14543 1.79313  0.468
H5 -2.52558 1.54107 1.71343  0.432
H6 -1.36384 0.55200 -0.08895  0.134
H7 -2.87818 -2.01859 0.36931  0.379
H8 -1.41962 -1.97504 -0.49431  0.515
H9 -2.71744 -1.44124 -1.27981  0.357
H10 -1.39749 -0.75103 2.47792  0.637
H11 0.82204 0.94782 1.63307  -0.073
H12 -0.36516 1.16764 2.89329  0.230
H13 2.02432 -2.17014 0.38602  0.284
H14 0.32462 -0.36672 -1.04970  -0.696
H15 0.38798 -0.97218 -2.97444  0.413
H16 1.35404 1.33375 -0.05147  0.422
H17 3.30741 1.07885 -2.30550  0.334
H18 2.31386 2.50136 -1.48874  0.440
H19 1.48580 1.54033 -2.42087  0.353
H20 4.14555 0.17501 -0.19820  0.389
H21 3.81413 1.59336 0.90957  0.295
H22 3.02965 0.01022 1.22189  0.396

Results
SMILES string: CC[C@H](C)[C@H](N)C(=O)N[C@H](C(=O)O)C(C)C
Calculated total energy, eV: -20885.0409
HOMO energy, eV: -8.73
Gap between HOMO and LUMO, eV: 9.07
Spin multiplicity: 1
Charge: 0

=====

# 3
C11H22N2O3PdSe | the ωB97M-V functional and the def2-TZVPD basis

Last column: Mulliken charge in e.
Atoms and positions in Å:
Pd1 -0.87591 0.00334 -1.83029  1.176
C1 -2.07766 -2.27964 -3.55282  -0.707
O1 -0.84846 -1.78798 -2.91186  -0.443
C2 0.28835 -1.77535 -3.83149  -0.355
C3 1.48509 -1.25848 -3.07570  -0.502
O2 1.17535 0.00298 -2.40033  -0.219
C4 1.48560 1.27038 -3.06388  -0.507
C5 0.29375 1.78694 -3.82727  -0.355
O3 -0.85057 1.79178 -2.91673  -0.448
C6 -2.07797 2.27455 -3.56777  -0.704
H1 -1.89647 -3.30883 -3.86024  0.337
H2 -2.31556 -1.65750 -4.41459  0.365
H3 -2.86173 -2.25370 -2.80130  0.307
H4 0.02174 -1.17108 -4.70145  0.285
H5 0.46710 -2.80162 -4.15962  0.524
H6 2.33661 -1.11438 -3.74071  0.394
H7 1.77137 -1.94261 -2.27891  0.321
H8 2.34456 1.13514 -3.72114  0.395
H9 1.76069 1.95019 -2.25942  0.320
H10 0.03622 1.18568 -4.70201  0.287
H11 0.47171 2.81531 -4.14925  0.525
H12 -1.90470 3.30780 -3.86603  0.336
H13 -2.87007 2.23484 -2.82527  0.308
H14 -2.29957 1.65578 -4.43627  0.365
C7 2.91438 -0.05444 4.60072  -0.861
N1 1.54297 -0.02614 5.16611  0.092
C8 1.23392 -0.01800 6.46170  -0.056
C9 -0.18282 0.01034 6.56041  -0.062
N2 -0.66987 0.01814 5.31948  0.095
C10 -2.10641 0.04630 4.95368  -0.854
C11 0.37941 -0.00413 4.43498  0.105
Se1 0.27698 -0.00385 2.59531  0.343
H15 3.61976 -0.06679 5.42774  0.317
H16 3.07191 0.84599 4.00880  0.406
H17 3.03604 -0.96269 4.01230  0.406
H18 1.97271 -0.03148 7.25379  0.476
H19 -0.80488 0.02401 7.44705  0.472
H20 -2.68776 0.05997 5.87206  0.314
H21 -2.34613 -0.85510 4.39201  0.402
H22 -2.30968 0.95427 4.38822  0.402

Results
Calculated total energy, eV: -89664.2622
HOMO energy (spin up / spin down), eV: -22.56 / -22.96
Gap between HOMO and LUMO (spin up / spin down), eV: 9.55 / 6.60
Spin multiplicity: 5
Charge: +4

=====

# 4
C11H22N2S | the ωB97M-V functional and the def2-TZVPD basis

Last column: Mulliken charge in e.
Atoms and positions in Å:
C1 0.95008 -0.10424 2.73624  -1.338
C2 1.54855 0.77596 1.59885  2.112
C3 1.08632 2.27234 1.65880  -1.558
C4 3.08916 0.86726 1.60238  -1.750
C5 1.06984 0.24320 0.30413  -0.774
C6 0.58589 -0.22048 -0.68150  -0.759
C7 0.19361 -0.91144 -1.90457  2.408
C8 0.46158 -2.39296 -1.60952  -1.675
C9 1.14623 -0.59257 -3.15078  -1.637
C10 -1.15597 -0.44999 -2.25046  -1.530
H1 0.80921 0.44917 3.60432  0.431
H2 -0.03618 -0.46456 2.27892  0.081
H3 1.50463 -0.95535 2.82735  0.440
H4 1.24516 2.68078 0.60361  0.342
H5 1.87283 2.91586 2.09273  0.406
H6 0.11769 2.48482 1.97872  0.440
H7 3.49426 1.28145 0.70246  0.423
H8 3.67683 -0.04425 1.51293  0.400
H9 3.48343 1.52419 2.40515  0.397
H10 -0.16345 -2.70482 -0.68473  0.245
H11 0.15481 -2.96347 -2.44888  0.515
H12 1.57686 -2.49896 -1.53817  0.396
H13 1.76498 0.26943 -2.98056  0.381
H14 0.47486 -0.18264 -3.95322  0.345
H15 1.67648 -1.36158 -3.56385  0.441
H16 -1.40105 -0.80712 -3.34541  0.397
H17 -1.26464 0.59751 -2.04933  0.372
H18 -1.97702 -0.91468 -1.65914  0.183
C11 -4.39580 -0.05307 0.68624  -0.383
N1 -3.12946 -0.18880 0.94123  0.240
N2 -2.36599 0.85753 0.72810  -0.417
S1 -2.44558 -1.58590 1.56634  -0.323
H19 -4.69925 0.85227 0.15609  0.235
H20 -4.94322 -1.01764 0.70864  0.248
H21 -2.72297 1.64081 0.14339  0.248
H22 -1.28269 0.70192 0.98350  0.020

Results
SMILES string: CC(C)(C)C#CC(C)(C)C.C=[N+](N)[S-]
Calculated total energy, eV: -25573.5943
HOMO energy, eV: -7.96
Gap between HOMO and LUMO, eV: 8.33
Spin multiplicity: 1
Charge: 0

=====

# 5
C11H22N3O6S2Tb | the ωB97M-V functional and the def2-TZVPD basis

Last column: Mulliken charge in e.
Atoms and positions in Å:
Tb1 -0.12766 0.04999 0.11066  0.712
O1 0.73950 1.06837 -2.14941  -0.309
C1 2.04471 1.63002 -2.20645  -0.557
C2 2.12095 2.57182 -1.03046  -0.944
N1 1.84073 1.87614 0.23152  0.655
C3 2.97271 1.04098 0.65048  -0.663
C4 2.99966 -0.35496 0.00192  0.334
O2 4.05109 -0.89156 -0.26425  -0.715
O3 1.81588 -0.87598 -0.17318  -0.485
C5 1.40985 2.80929 1.28544  -0.570
C6 0.53220 2.00847 2.24799  0.483
O4 0.89039 1.72520 3.37702  -0.648
O5 -0.54024 1.55365 1.65647  -0.570
H1 0.58076 0.38105 -2.81289  0.212
H2 2.17997 2.19704 -3.13201  0.447
H3 2.80773 0.84754 -2.17512  0.384
H4 1.36008 3.34133 -1.16717  0.381
H5 3.10088 3.06706 -0.99536  0.324
H6 2.89689 0.88837 1.73147  0.439
H7 3.93661 1.52489 0.45599  0.321
H8 0.79496 3.57951 0.82261  0.366
H9 2.25128 3.26828 1.81446  0.306
N2 -1.54004 -2.11141 0.24533  -0.323
C7 -2.35089 -2.43009 1.43010  -0.625
C8 -1.49400 -2.83561 2.61571  -0.631
C9 -0.70912 -1.70561 3.25689  -0.682
N3 0.33517 -1.16094 2.37458  -0.322
H10 -2.12700 -1.94503 -0.56719  0.223
H11 -0.94406 -2.89533 -0.00800  0.214
H12 -3.07120 -3.22348 1.20668  0.432
H13 -2.93406 -1.53822 1.67775  0.299
H14 -0.81559 -3.64563 2.32156  0.268
H15 -2.14581 -3.26855 3.37823  0.354
H16 -0.27725 -2.04969 4.20231  0.402
H17 -1.37805 -0.87664 3.50171  0.363
H18 1.06162 -1.84770 2.19156  0.247
H19 0.77400 -0.38733 2.87693  0.196
C10 -3.33496 -0.29157 -4.62955  -0.733
O6 -3.34297 0.37112 -3.35945  -0.306
C11 -2.44125 0.05820 -2.43668  0.553
S1 -2.63395 0.91866 -0.98731  -0.261
S2 -1.24831 -1.11551 -2.75711  -0.481
H20 -4.16671 0.14853 -5.17155  0.241
H21 -3.48028 -1.36208 -4.49537  0.332
H22 -2.39423 -0.11261 -5.14684  0.335

Results
Calculated total energy, eV: -72630.1335
HOMO energy (spin up / spin down), eV: -8.60 / -8.60
Gap between HOMO and LUMO (spin up / spin down), eV: 8.94 / 8.95
Spin multiplicity: 7
Charge: 0

=====

# 6
C11H22N4O4 | the ωB97M-V functional and the def2-TZVPD basis

Last column: Mulliken charge in e.
Atoms and positions in Å:
N1 -3.47417 -5.15138 3.21782  -0.583
C1 -2.33120 -4.30630 3.07739  -0.625
C2 -2.14723 -3.56096 1.83711  -0.576
C3 -0.96572 -2.51684 2.03234  -0.739
C4 -0.55651 -1.80686 0.67595  -0.518
C5 0.61294 -0.78862 0.79900  -0.230
N2 0.80336 0.06846 -0.34902  -0.113
C6 -0.19441 0.95560 -0.80663  0.088
O1 -1.21603 1.11338 -0.17080  -0.626
C7 0.12768 1.90863 -2.05003  0.099
N3 -1.18700 2.37029 -2.74908  -0.713
C8 1.05454 2.95285 -1.67933  -0.885
C9 1.60164 3.79601 -2.77314  -0.744
C10 2.48609 4.86572 -2.16951  0.532
N4 3.44158 5.46864 -3.12786  -0.599
O2 2.56301 5.16536 -0.98344  -0.565
C11 1.97201 -1.35786 1.23157  0.378
O3 2.78237 -1.71682 0.33240  -0.598
O4 2.14620 -1.78747 2.51059  -0.499
H1 -4.36628 -4.70356 2.86872  0.253
H2 -3.28144 -6.08509 2.71793  0.267
H3 -1.44888 -4.90732 3.27692  0.392
H4 -2.36493 -3.67658 4.09914  0.238
H5 -1.95865 -4.13796 0.99919  0.344
H6 -3.11262 -3.02686 1.57550  0.273
H7 -1.27855 -1.69739 2.69184  0.371
H8 -0.12696 -3.12807 2.49703  0.337
H9 -0.21067 -2.61784 -0.01437  0.285
H10 -1.42320 -1.30909 0.26832  0.509
H11 0.38222 -0.02630 1.57903  0.344
H12 1.48052 -0.18871 -1.03736  0.346
H13 0.61502 1.26652 -2.83318  0.345
H14 -1.55062 1.50043 -3.13415  0.300
H15 -1.87465 2.69175 -2.04885  0.311
H16 1.73475 2.40611 -1.00754  0.499
H17 0.59858 3.58091 -0.89707  0.307
H18 0.75523 4.25029 -3.23061  0.431
H19 2.14118 3.27573 -3.54876  0.334
H20 2.68520 5.82360 -3.95919  0.289
H21 3.72937 6.32345 -2.70308  0.330
H22 1.35624 -1.28585 2.98522  0.408

Results
SMILES string: NCCCC[C@H](NC(=O)[C@@H](N)CCC(N)=O)C(=O)O
Calculated total energy, eV: -25913.3120
HOMO energy, eV: -9.34
Gap between HOMO and LUMO, eV: 9.86
Spin multiplicity: 1
Charge: 0